# 1
ORCA calculation (ωB97M-V/def2-TZVPD) on C5H7ClN2 in the gas phase.

CARTESIAN COORDINATES (ANGSTROEM)
C: -0.623 -0.911 0.832
C: 0.013 -1.525 -0.216
C: 0.454 0.681 -0.372
C: 1.051 1.916 -0.901
C: -0.340 0.484 0.734
H: -2.170 -0.995 2.138
H: -1.651 -2.481 1.654
H: 0.052 -2.530 -0.543
H: 1.134 -0.731 -1.816
H: 0.732 2.765 -0.298
H: 2.131 1.894 -0.944
H: -0.690 1.247 1.391
N: -1.343 -1.525 1.878
N: 0.685 -0.548 -0.931
Cl: 0.565 2.259 -2.607

Computed properties:
E	-20801.171	eV
ΔE to the lowest compared entry with this formula, charge and spin	2.2	kcal per mole
orbital gap	8.7	eV
SMILES	Nc1c[nH]c(CCl)c1

***

# 2
ORCA calculation (ωB97M-V/def2-TZVPD) on a molecular structure, C30H29N4O4S3Ti.

CARTESIAN COORDINATES (ANGSTROEM)
Ti: -0.434 0.541 -0.326
C: -2.106 1.177 -3.085
C: -0.912 0.437 -2.575
N: 0.171 1.192 -2.158
N: 1.476 0.694 -2.441
C: 2.300 0.911 -1.498
S: 1.885 1.656 0.070
S: 3.981 0.359 -1.790
C: 3.626 -1.345 -2.333
C: 3.631 -1.587 -3.825
C: 4.817 -1.834 -4.510
C: 4.817 -2.064 -5.882
C: 3.618 -2.054 -6.585
C: 2.429 -1.808 -5.907
C: 2.435 -1.573 -4.538
C: -0.765 -1.014 -2.865
C: -1.203 -1.628 -4.030
C: -0.995 -2.991 -4.253
C: -0.339 -3.749 -3.290
C: 0.079 -3.153 -2.099
C: -0.154 -1.805 -1.889
O: 0.166 -1.207 -0.709
H: -2.105 2.184 -2.670
H: -3.040 0.679 -2.811
H: -2.088 1.286 -4.180
H: 2.650 -1.586 -1.918
H: 4.374 -1.975 -1.850
H: 5.756 -1.842 -3.962
H: 5.751 -2.253 -6.400
H: 3.609 -2.240 -7.654
H: 1.486 -1.796 -6.442
H: 1.511 -1.364 -4.014
H: -1.698 -1.026 -4.786
H: -1.333 -3.449 -5.176
H: -0.157 -4.806 -3.458
H: 0.572 -3.726 -1.321
C: -3.260 3.811 -0.284
C: -2.608 2.686 0.491
C: -2.708 2.917 1.987
O: -1.207 2.575 0.091
C: -3.261 1.331 0.160
O: -4.478 1.251 0.263
O: -2.447 0.397 -0.187
H: -2.953 4.783 0.118
H: -4.342 3.713 -0.201
H: -2.980 3.766 -1.335
H: -2.240 3.869 2.263
H: -2.235 2.113 2.552
H: -3.763 2.952 2.257
H: -0.645 3.240 0.501
S: 0.279 -1.620 5.910
C: -0.011 -0.868 4.326
C: 0.362 0.422 4.002
C: 0.162 0.865 2.705
N: -0.387 0.121 1.747
C: -0.772 -1.113 2.078
C: -0.592 -1.646 3.348
C: -0.033 -0.241 6.990
C: -1.328 0.101 7.341
C: -1.525 1.199 8.171
N: -0.534 1.946 8.655
C: 0.706 1.597 8.320
C: 1.006 0.515 7.497
H: 0.817 1.088 4.723
H: 0.482 1.854 2.412
H: -1.234 -1.699 1.298
H: -0.923 -2.655 3.553
H: -2.169 -0.473 6.974
H: -2.531 1.488 8.454
H: 1.507 2.210 8.718
H: 2.034 0.266 7.261

Computed properties:
E	-101356.923	eV
ΔE to the lowest compared entry with this formula, charge and spin	27.6	kcal per mole
orbital gap (spin up / spin down)	4.8 / 4.7	eV
charge	-1

***

# 3
ORCA calculation (ωB97M-V/def2-TZVPD) on 2 unconnected molecules or ions with the total composition C6H14N2O2.

CARTESIAN COORDINATES (ANGSTROEM)
C: 0.004 0.390 2.756
C: 2.638 -0.719 0.201
C: 0.820 -0.488 1.826
O: 0.851 -1.666 2.034
N: 1.568 0.059 0.757
H: -1.032 0.169 2.499
H: 1.461 0.999 0.562
H: 2.549 -0.775 -0.934
H: 0.177 -0.007 3.899
H: 0.301 1.516 2.642
H: 3.685 -0.290 0.461
H: 2.626 -1.800 0.527
C: -2.292 -0.225 0.084
C: -0.346 0.585 -3.015
C: -0.997 0.818 -1.675
O: -1.511 1.862 -1.352
N: -1.237 -0.314 -0.954
H: -0.898 -1.207 -1.427
H: -3.297 -0.427 -0.321
H: 0.566 0.154 -2.824
H: -2.224 -0.953 0.920
H: -2.287 0.780 0.562
H: -0.956 -0.047 -3.789
H: -0.170 1.584 -3.438

Computed properties:
E	-13523.772	eV
ΔE to the lowest compared entry with this formula, charge and spin	42.7	kcal per mole
orbital gap	10.1	eV
SMILES	CNC(C)=O.CNC(C)=O

***

# 4
ORCA calculation (ωB97M-V/def2-TZVPD) on a molecular structure, C15H39HgN2O9S4.

CARTESIAN COORDINATES (ANGSTROEM)
Hg: 0.284 -0.388 -1.018
O: -2.159 -3.597 -6.031
C: -1.697 -2.837 -5.096
O: -2.512 -2.495 -4.196
O: -0.472 -2.604 -4.891
H: -2.960 -3.586 -5.503
C: 5.459 -6.438 0.299
S: 3.785 -5.913 -0.411
O: 3.600 -4.371 -0.345
C: 4.214 -6.208 -2.119
H: 5.475 -6.356 1.385
H: 6.188 -5.716 -0.070
H: 5.726 -7.469 0.066
H: 5.139 -5.684 -2.358
H: 3.382 -6.020 -2.798
H: 4.547 -7.223 -2.333
C: 7.211 2.748 -0.548
S: 6.430 1.177 -0.390
O: 4.973 1.212 -0.922
C: 6.374 0.914 1.372
H: 7.333 2.897 -1.620
H: 8.213 2.822 -0.127
H: 6.600 3.487 -0.028
H: 7.397 0.850 1.744
H: 5.733 0.062 1.594
H: 5.940 1.803 1.830
C: -1.024 -5.751 4.276
S: -2.118 -4.882 3.082
O: -1.333 -3.783 2.402
C: -2.104 -6.314 1.901
H: -0.010 -5.942 3.925
H: -1.430 -6.662 4.717
H: -1.002 -5.136 5.176
H: -1.192 -6.910 1.899
H: -2.113 -5.899 0.893
H: -3.049 -6.845 2.014
C: 1.634 5.016 -5.718
S: -0.107 4.253 -5.746
O: -0.281 3.503 -4.407
C: -1.110 5.817 -5.686
H: 2.326 4.224 -6.001
H: 1.909 5.332 -4.712
H: 1.730 5.768 -6.501
H: -1.004 6.403 -6.598
H: -0.726 6.413 -4.858
H: -2.134 5.527 -5.454
C: 0.062 3.659 4.286
O: 0.320 2.820 3.428
N: -0.718 3.502 5.363
C: -0.698 4.463 6.527
C: -1.316 2.217 5.753
H: 0.392 4.701 4.153
H: -1.572 4.464 7.178
H: -0.660 5.439 6.043
H: 0.185 4.461 7.166
H: -1.270 1.499 4.935
H: -0.707 1.780 6.544
H: -2.313 2.307 6.186
C: -5.647 1.973 0.099
O: -4.529 1.695 -0.403
N: -6.740 2.135 -0.699
C: -8.078 1.968 -0.117
C: -6.655 2.101 -2.164
H: -5.863 1.871 1.174
H: -8.158 2.489 0.837
H: -8.344 0.926 0.062
H: -8.874 2.217 -0.818
H: -5.776 2.547 -2.629
H: -6.551 1.038 -2.385
H: -7.554 2.525 -2.609

Computed properties:
E	-85092.440	eV
ΔE to the lowest compared entry with this formula, charge and spin	267.1	kcal per mole
orbital gap	1.9	eV
charge	+1

***

# 5
ORCA calculation (ωB97M-V/def2-TZVPD) on a molecular structure, C21H56N3O4Si4TeY.

CARTESIAN COORDINATES (ANGSTROEM)
Y: 0.134 0.051 2.199
C: 3.132 1.945 2.495
C: 3.144 0.767 3.456
O: 1.855 0.578 4.049
C: 1.479 1.595 4.987
C: 0.073 1.273 5.427
O: -0.783 1.135 4.282
C: -1.706 2.210 4.012
C: -1.089 3.170 3.021
O: -0.664 2.353 1.931
C: 0.030 3.017 0.868
C: 1.486 3.168 1.245
O: 1.907 1.895 1.762
H: 3.188 2.895 3.033
H: 3.992 1.892 1.822
H: 3.362 -0.165 2.935
H: 3.906 0.916 4.224
H: 2.162 1.585 5.840
H: 1.522 2.578 4.510
H: 0.052 0.319 5.956
H: -0.305 2.046 6.097
H: -2.591 1.747 3.575
H: -1.989 2.710 4.937
H: -1.830 3.895 2.677
H: -0.242 3.709 3.457
H: -0.095 2.364 0.003
H: -0.430 3.982 0.649
H: 2.084 3.448 0.375
H: 1.627 3.924 2.023
N: -1.717 -1.400 3.057
C: -1.330 -2.826 2.950
C: -0.057 -3.039 3.740
N: 1.048 -2.169 3.254
C: 2.011 -2.849 2.351
C: 1.735 -2.527 0.899
N: 1.798 -1.060 0.707
H: -2.532 -1.242 2.464
H: -2.018 -1.208 4.011
H: -2.114 -3.487 3.324
H: -1.187 -3.045 1.891
H: -0.243 -2.791 4.788
H: 0.234 -4.091 3.711
H: 1.565 -1.866 4.071
H: 3.018 -2.516 2.613
H: 1.991 -3.930 2.505
H: 2.447 -3.050 0.257
H: 0.734 -2.849 0.608
H: 2.770 -0.759 0.680
H: 1.419 -0.833 -0.213
C: -0.198 3.060 -2.885
Si: 0.598 1.365 -3.055
C: 1.198 1.131 -4.812
C: 2.102 1.256 -1.909
Si: -0.952 -0.324 -2.581
Te: -1.597 -0.430 -0.115
Si: -3.017 0.080 -3.639
C: -3.846 1.538 -2.807
C: -2.682 0.465 -5.441
C: -4.067 -1.460 -3.463
Si: -0.087 -2.424 -3.189
C: -0.392 -2.665 -5.020
C: -0.929 -3.767 -2.191
C: 1.772 -2.492 -2.885
H: 0.549 3.858 -2.902
H: -0.800 3.161 -1.980
H: -0.871 3.230 -3.728
H: 1.879 1.937 -5.096
H: 0.366 1.135 -5.520
H: 1.733 0.186 -4.934
H: 2.799 2.072 -2.113
H: 2.639 0.318 -2.073
H: 1.819 1.309 -0.853
H: -3.237 2.441 -2.892
H: -4.020 1.342 -1.748
H: -4.812 1.743 -3.275
H: -2.138 1.405 -5.557
H: -3.628 0.568 -5.978
H: -2.108 -0.322 -5.934
H: -4.196 -1.733 -2.413
H: -3.622 -2.310 -3.984
H: -5.059 -1.294 -3.890
H: -1.459 -2.699 -5.246
H: 0.048 -3.606 -5.357
H: 0.051 -1.862 -5.614
H: -2.011 -3.748 -2.338
H: -0.744 -3.642 -1.121
H: -0.565 -4.753 -2.491
H: 2.300 -1.770 -3.513
H: 2.161 -3.483 -3.130
H: 2.038 -2.283 -1.845

Computed properties:
E	-75186.490	eV
ΔE to the lowest compared entry with this formula, charge and spin	5.3	kcal per mole
orbital gap	7.4	eV
charge	+2

***

# 6
ORCA calculation (ωB97M-V/def2-TZVPD) on 2 unconnected molecules or ions with the total composition C14H16O.

CARTESIAN COORDINATES (ANGSTROEM)
C: 1.286 2.822 -0.996
C: 0.871 1.139 0.772
C: 1.268 2.432 0.448
C: 1.020 0.650 2.103
C: 1.762 1.392 3.033
C: 1.821 3.241 1.468
C: 2.196 2.659 2.643
H: 0.327 0.495 0.058
H: 0.526 -0.251 2.375
H: 1.544 2.058 -1.760
H: 1.928 3.684 -1.246
H: 2.119 1.090 4.061
H: 2.064 4.327 1.371
H: 2.799 3.316 3.223
H: 0.264 3.078 -1.345
C: -2.741 -1.317 -2.955
C: -0.293 -2.536 0.367
C: -1.674 -2.479 0.496
C: 0.368 -1.977 -0.754
C: -2.474 -2.149 -0.607
C: -0.443 -1.650 -1.834
C: -1.832 -1.789 -1.779
O: 0.607 -3.091 1.209
H: -2.305 -2.726 1.358
H: 0.171 -3.334 2.096
H: 1.398 -1.974 -0.913
H: -3.578 -2.231 -0.572
H: -0.075 -1.133 -2.764
H: -3.522 -2.041 -3.109
H: -2.156 -1.254 -3.828
H: -3.245 -0.449 -2.621

Computed properties:
E	-16823.754	eV
ΔE to the lowest compared entry with this formula, charge and spin	34.1	kcal per mole
orbital gap	9.1	eV
SMILES	Cc1ccc(O)cc1.Cc1ccccc1